Computed, not measured: a structure of composition C4H16B2Cs2O2S in a non-equilibrium geometry, with ωB97M-V with the def2-TZVPD basis set.

Computed properties:
* HOMO: -8.417 eV
* ΔE to the lowest compared entry with this formula, charge and spin: 4.2 kcal per mole
* E_tot: -21781.0525 eV
* HOMO-LUMO gap: 0.3010 Eh

XYZ file:
```
27
C4H16B2Cs2O2S (ωB97M-V with the def2-TZVPD basis set)
Cs 0.4370 -3.0024 1.6380
Cs 1.4750 1.9108 3.9813
B 1.5317 -0.0750 1.5805
H 0.8356 -0.4203 0.8319
H 1.4687 0.9988 1.6664
H 1.2121 -0.4996 2.5195
H 2.5589 -0.2454 1.2977
B 0.3979 -0.2961 5.8443
H -0.0486 0.5988 5.4392
H 0.5404 -0.2465 6.9127
H -0.1517 -1.1745 5.5435
H 1.3654 -0.3230 5.3674
C -0.1515 1.3749 -3.0403
C -0.5275 0.3485 -4.1302
C -1.8180 -0.3894 -3.6205
S -1.3295 -0.7692 -1.8976
O -0.5620 -2.0796 -1.9209
O -2.4914 -0.6674 -0.9741
C -0.1149 0.5783 -1.7164
H -1.0022 2.0562 -3.0307
H 0.8168 1.8592 -3.1666
H 0.3546 -0.2820 -4.0179
H -0.5656 0.6144 -5.1866
H -2.2677 -1.2773 -4.0648
H -2.6686 0.2614 -3.4178
H 0.8516 0.0748 -1.6930
H -0.1466 1.0715 -0.7449
```

Here are the Mulliken charges for atoms 1 to 4, given in e: Cs 0.953; Cs 0.948; B 0.877; H -0.602